61
Properties=species:S:1:pos:R:3:mulliken_charge:R:1 method="wB97M-V/def2-TZVPD" total_energy_ev=-83726.945 charge=+2 homo_lumo_gap_ev=4.60 molar_mass_g_mol=737.5
Rh -0.252 0.139 -0.224 0.39
N 0.792 -2.949 -0.444 -0.04
C 1.591 -2.103 0.348 1.47
C 2.976 -2.672 0.500 -1.05
C 3.933 -1.858 0.920 -1.05
C 3.580 -0.420 1.128 -0.33
C 2.665 -0.021 -0.006 -0.34
N 1.651 -0.743 -0.302 -0.59
C -0.590 -2.906 -0.476 0.67
C -1.299 -4.023 -0.918 -0.92
C -2.675 -3.976 -0.895 -0.71
C -3.287 -2.847 -0.373 -0.75
C -2.505 -1.808 0.055 -1.06
N -1.191 -1.775 -0.059 0.54
H 1.209 -3.800 -0.783 0.37
H 3.146 -3.714 0.262 0.46
H 4.955 -2.182 1.060 0.49
H 4.463 0.213 1.177 0.71
H 2.766 0.959 -0.459 0.61
H -0.769 -4.894 -1.278 0.51
H -3.257 -4.806 -1.271 0.46
H -4.361 -2.755 -0.316 0.53
H -2.963 -0.894 0.375 1.02
C 2.599 -2.226 3.765 -0.69
C 1.681 -2.671 2.832 -0.85
C 0.991 -1.786 1.868 0.55
C 1.237 -0.351 2.153 -0.58
C 2.675 -0.086 2.489 0.04
C 3.118 -0.962 3.594 -0.79
N 0.555 0.580 1.529 0.89
N 0.820 1.849 1.754 -1.61
C 0.854 2.590 0.605 0.80
C 1.331 3.904 0.609 -0.77
C 1.528 4.526 -0.605 -0.33
C 1.253 3.852 -1.797 -0.83
C 0.731 2.580 -1.739 -0.83
N 0.528 1.972 -0.561 0.86
H 2.981 -2.891 4.527 0.48
H 1.430 -3.727 2.809 0.62
H -0.072 -2.032 1.870 0.93
H 2.860 0.961 2.716 0.90
H 3.922 -0.623 4.240 0.53
H 1.555 4.382 1.550 0.56
H 1.902 5.540 -0.633 0.48
H 1.399 4.324 -2.757 0.51
H 0.426 2.030 -2.623 0.60
F -1.821 4.092 0.461 -0.21
C -2.503 3.553 -0.558 0.66
F -3.504 4.341 -0.899 -0.21
F -1.667 3.399 -1.584 -0.10
S -3.189 1.925 -0.035 1.20
O -2.016 1.025 0.196 -0.89
O -3.943 2.224 1.122 -0.63
N -4.014 1.349 -1.220 -0.51
S -3.348 0.415 -2.347 0.99
O -1.930 0.276 -2.190 -0.52
O -4.114 -0.770 -2.512 -0.61
C -3.655 1.404 -3.888 0.50
F -4.956 1.592 -4.013 -0.18
F -3.190 0.700 -4.913 -0.19
F -3.033 2.576 -3.833 -0.18